[1]
Below is a structure of composition C20H20BBrCuN8O2 in a non-equilibrium geometry, with properties calculated with ωB97M-V with the def2-TZVPD basis set.

Properties
ΔE to the lowest compared entry with this formula, charge and spin ... 0.2 kcal/mol
Highest occupied orbital energy ... -4.16 eV
Total energy ... -152442.9461 eV

The geometry in ORCA input format:
```
! RIJCOSX wB97M-V def2-TZVPD def2/J DEFGRID3
* xyz -1 1
C 1.148 2.284 -1.872
Cu 0.341 -0.232 -0.517
H -2.344 -6.123 3.389
H 3.171 5.835 -4.195
C -1.958 0.542 -2.220
C -2.399 -1.381 -1.306
N -1.542 -3.813 1.136
H 2.402 -3.852 2.587
C -3.612 -0.787 -1.527
C -4.191 1.446 -2.716
O 0.014 2.632 -2.187
N -0.508 -0.789 2.556
N -1.370 -0.538 -1.718
C 2.232 3.426 -1.991
C -1.176 -4.218 3.286
N -0.579 0.057 1.457
C -1.151 1.168 1.884
H -5.152 1.481 -2.207
C 3.267 -3.045 0.697
N -3.316 0.416 -2.143
H -1.926 1.850 3.859
H -0.851 -3.892 4.312
C -1.479 1.079 3.266
C 3.129 5.284 -3.286
B 0.088 -2.193 2.479
H -1.297 2.034 1.234
C 4.159 5.416 -2.357
H 4.997 6.083 -2.568
H 0.460 -2.352 3.604
C 2.646 -2.174 -0.149
C 2.109 4.362 -2.987
C 4.189 4.685 -1.176
N 1.297 -2.413 1.502
H 1.289 4.283 -3.689
H 4.978 4.773 -0.479
N -0.942 -3.364 2.270
H -1.471 1.444 -2.606
C 3.239 3.652 -1.047
C -2.154 -4.937 1.490
C 2.423 -3.158 1.789
H -2.264 -2.347 -0.804
H -1.051 -0.796 4.538
C -1.063 -0.170 3.642
O 1.478 1.128 -1.540
H -3.681 2.386 -2.645
H 2.992 -1.837 -1.087
H -4.603 -1.139 -1.369
N 1.480 -1.805 0.313
H -2.773 -5.506 0.807
Br 3.407 2.566 0.537
H -4.411 1.263 -3.751
C -1.958 -5.266 2.851
H 4.286 -3.448 0.651
*
```


[2]
Below is the molecule C11H19N3O2S in a non-equilibrium geometry, with properties calculated with ωB97M-V with the def2-TZVPD basis set.

Properties
SMILES string ... CCCCCCc1nnc(NC(=O)OCC)s1
ΔE to the lowest compared entry with this formula, charge and spin ... 0.0 kcal/mol
Highest occupied orbital energy ... -9.03 eV
Total energy ... -31116.4340 eV

The geometry in ORCA input format:
```
! RIJCOSX wB97M-V def2-TZVPD def2/J DEFGRID3
* xyz 0 1
H 6.278 0.720 0.716
H -2.743 -1.773 0.386
C -4.773 -1.037 0.207
N -0.631 -0.242 0.794
O 5.007 -0.879 0.418
H -2.972 0.722 1.340
C 6.268 -0.240 0.191
H 6.473 -0.982 -1.822
H -3.634 2.231 0.691
C -3.204 0.739 -0.800
N 2.797 -0.835 0.576
H -3.682 -2.532 -0.906
C -0.439 1.007 0.581
C -2.903 1.438 0.523
C 6.532 -0.034 -1.293
H -3.160 1.474 -1.609
H -4.732 -0.351 -1.825
H -1.344 2.672 -0.344
H -3.984 -2.960 0.778
C -3.727 -2.142 0.109
N 0.474 -0.981 0.808
H -2.436 -0.009 -0.989
S 1.267 1.419 0.361
H 5.798 0.652 -1.709
H -4.756 -0.612 1.212
H 7.002 -0.916 0.634
H 7.523 0.388 -1.429
H -5.350 0.833 -0.674
C -1.499 2.044 0.538
C -4.580 0.072 -0.829
C 3.929 -0.089 0.372
H -1.381 2.687 1.416
H 2.874 -1.830 0.729
O 3.928 1.100 0.192
C 1.543 -0.289 0.604
H -5.766 -1.468 0.056
*
```


[3]
Below is the molecule C4H12NOP in a non-equilibrium geometry, with properties calculated with ωB97M-V with the def2-TZVPD basis set.

Properties
SMILES string ... CC(C)[P@@](C)(N)=O
ΔE to the lowest compared entry with this formula, charge and spin ... 48.9 kcal/mol
Highest occupied orbital energy ... -9.02 eV
Total energy ... -17168.8263 eV

The geometry in ORCA input format:
```
! RIJCOSX wB97M-V def2-TZVPD def2/J DEFGRID3
* xyz 0 1
P -1.208 -0.071 -0.142
H 2.821 -0.367 -0.859
H 2.243 1.718 -0.080
H 1.540 -0.577 -1.939
H 1.971 -1.732 -0.558
H 0.866 2.207 0.808
N -1.843 1.216 0.792
C 1.803 -0.702 -0.925
C -1.861 -1.697 0.464
H -1.749 0.993 1.793
H -2.633 -1.942 -0.286
C 1.224 1.559 -0.029
H -1.402 2.124 0.447
C 0.992 0.071 0.123
H 0.793 1.776 -0.895
O -1.518 0.111 -1.522
H 1.365 -0.381 0.997
H -2.317 -1.862 1.491
H -1.087 -2.445 0.320
*
```


[4]
Below is a cluster of 2 separate species, C3H12N2 in total in a non-equilibrium geometry, with properties calculated with ωB97M-V with the def2-TZVPD basis set.

Properties
SMILES string ... CCN.CN
ΔE to the lowest compared entry with this formula, charge and spin ... 11.4 kcal/mol
Highest occupied orbital energy ... -9.41 eV
Total energy ... -6285.1006 eV

The geometry in ORCA input format:
```
! RIJCOSX wB97M-V def2-TZVPD def2/J DEFGRID3
* xyz 0 1
H -0.836 -0.939 3.551
H 0.546 3.798 -4.366
H -1.544 -2.534 3.520
H -1.103 -2.522 5.681
H -0.213 4.348 -6.300
H 0.334 -1.378 5.530
C -0.230 3.273 -6.129
N 0.638 2.989 -4.966
H 0.278 2.188 -4.465
H 0.367 -1.818 1.870
C -0.212 -2.228 5.130
H 0.464 -3.087 5.189
H -1.252 2.889 -6.085
C -0.592 -1.999 3.635
H 0.186 2.825 -7.039
N 0.538 -2.258 2.770
H 0.669 -3.234 2.526
*
```


[5]
Below is the ion C2H7BN2O2PS2 with charge +1 in a non-equilibrium geometry, with properties calculated with ωB97M-V with the def2-TZVPD basis set.

Properties
Highest occupied orbital energy ... -13.71 eV
Total energy ... -40891.1085 eV

The geometry in ORCA input format:
```
! RIJCOSX wB97M-V def2-TZVPD def2/J DEFGRID3
* xyz 1 1
B 1.090 -1.237 1.753
H 0.922 0.624 -3.049
H 0.977 -3.127 1.444
O 1.404 -0.250 2.644
H -1.005 -0.314 -2.327
C -1.748 1.158 0.613
S -3.228 0.922 0.311
N -0.922 2.189 -2.613
O 1.188 -2.528 2.170
C 0.678 -0.972 0.213
S 0.580 0.791 -0.196
H -0.242 -1.469 -0.105
P -0.214 0.855 -2.240
H -0.932 2.860 -1.849
H 1.495 -1.357 -0.412
H 0.685 0.371 2.806
N -0.566 1.541 0.811
*
```


[6]
Below is a structure of composition C26H45AgNO17 in a non-equilibrium geometry, with properties calculated with ωB97M-V with the def2-TZVPD basis set.

Properties
ΔE to the lowest compared entry with this formula, charge and spin ... 74.7 kcal/mol
Highest occupied orbital energy ... -12.17 eV
Total energy ... -67978.7387 eV

The geometry in ORCA input format:
```
! RIJCOSX wB97M-V def2-TZVPD def2/J DEFGRID3
* xyz 1 1
O -4.059 0.658 -0.865
C 0.094 3.677 2.174
C 0.591 -5.857 -3.161
O 1.355 3.325 -1.561
C 1.154 0.339 -3.506
H -3.270 3.675 1.356
H -3.284 3.636 -0.372
H -3.689 2.098 4.271
C 1.270 4.275 -2.631
C -2.720 1.495 -3.036
H 4.222 -4.921 2.256
C 0.439 -3.979 -1.675
H -2.620 3.567 -2.502
N -0.103 -3.367 -0.449
O -2.106 0.927 -1.883
C -1.570 -2.840 3.424
C -1.782 -0.471 3.947
H 5.496 -4.129 1.140
O 1.298 1.091 -0.844
H -1.206 -2.632 2.418
H -2.526 1.938 3.004
C 0.892 0.171 -4.977
C -2.451 -4.080 3.207
H -3.807 1.415 -3.038
O 0.418 2.582 1.713
O 4.510 0.264 1.038
C 1.283 1.911 -1.779
O -2.224 -1.763 4.057
O 1.163 1.661 -3.105
O -0.709 -0.154 3.466
H -2.318 0.894 -3.852
H 4.123 1.986 0.058
H 0.769 -0.871 -5.273
O 0.634 4.273 3.280
H 2.115 -0.118 -3.268
H 0.342 4.157 -3.191
H 2.997 -3.025 2.347
C 1.451 -3.349 -2.450
H 1.762 0.512 -5.538
C -2.739 0.619 -0.726
C 4.110 1.637 1.090
H 5.328 -3.749 2.911
H -0.879 3.502 -0.087
H -1.904 2.016 4.670
C 3.763 -3.045 1.572
H -2.924 -4.422 4.128
H -4.495 -0.665 0.925
C -1.375 4.337 0.408
H 3.277 -3.430 0.676
O -0.820 4.578 1.635
O 4.440 -1.839 1.370
C -2.719 1.658 4.040
C 0.039 -5.262 -2.087
H -0.011 0.682 -5.312
Ag 0.180 0.190 1.187
C 4.823 -4.051 1.993
C 1.477 3.572 4.235
H 1.600 4.105 5.178
H 3.055 1.793 1.317
C -2.281 2.883 -3.280
H 2.485 3.358 3.877
H -1.979 -4.929 2.714
O -1.146 -3.777 0.071
C 3.702 -0.691 1.386
C -2.891 4.196 0.476
C 2.097 -4.106 -3.359
H -5.639 -0.327 -0.359
H 1.272 5.303 -2.267
H 2.320 -5.935 -4.387
C -4.834 0.107 0.234
H 2.941 -3.672 -3.874
H -3.131 -3.675 2.457
H 0.325 -6.885 -3.356
H -1.196 2.787 -3.332
H -2.696 3.205 -4.235
H -1.343 5.221 -0.229
O 2.464 -0.557 1.587
O -2.175 0.406 0.364
C 1.670 -5.346 -3.758
H 1.854 -2.372 -2.228
H 4.923 2.144 1.611
H 0.978 2.632 4.469
H -3.463 5.125 0.466
H -0.785 -3.162 4.108
H -0.707 -5.868 -1.594
O 0.423 -2.342 -0.016
O -2.736 0.282 4.407
H 2.150 4.130 -3.258
H -5.249 0.906 0.849
H 0.488 -0.245 -2.871
*
```


[7]
Below is a cluster of 2 separate species, C3H8O2S in total in a non-equilibrium geometry, with properties calculated with ωB97M-V with the def2-TZVPD basis set.

Properties
ΔE to the lowest compared entry with this formula, charge and spin ... 138.1 kcal/mol
Highest occupied orbital energy (spin up / spin down) ... -9.07 / -9.07 eV
Total energy ... -18165.2541 eV

The geometry in ORCA input format:
```
! RIJCOSX wB97M-V def2-TZVPD def2/J DEFGRID3
* xyz 0 1
H -0.143 2.540 -1.032
H -0.382 -1.581 -1.636
C 0.629 -1.386 -1.263
H 1.357 -1.741 -1.992
H -1.075 2.544 0.490
C -0.712 1.938 -0.331
O 0.834 -0.006 -1.097
H -1.059 -1.729 1.621
H 0.774 -1.923 -0.321
S 0.423 0.673 0.373
H -1.535 1.435 -0.825
O 1.562 1.408 0.854
C -0.800 -0.922 2.332
H 0.128 -1.250 2.827
*
```


[8]
Below is a cluster of 2 separate species, C5H11NO in total in a non-equilibrium geometry, with properties calculated with ωB97M-V with the def2-TZVPD basis set.

Properties
ΔE to the lowest compared entry with this formula, charge and spin ... 62.1 kcal/mol
Expectation value of S² ... 2.01
Highest occupied orbital energy (spin up / spin down) ... -4.98 / -10.03 eV
Total energy ... -8892.4541 eV

The geometry in ORCA input format:
```
! RIJCOSX wB97M-V def2-TZVPD def2/J DEFGRID3
* xyz 0 3
H 0.028 1.802 -0.772
H 1.024 -0.368 1.770
C -0.124 1.393 0.150
C 0.129 -0.726 -1.259
H -1.055 -1.858 0.957
C 3.443 0.137 -0.485
H -1.829 -0.124 1.495
H 0.064 -1.770 -1.213
H 4.054 1.962 0.431
C -1.364 -0.830 0.669
C -0.087 -0.203 0.154
H -1.943 -0.849 -0.179
O 0.981 -0.645 0.846
H -0.470 -0.246 -2.016
H 0.608 1.784 0.753
N 3.722 1.164 -0.045
H -1.195 1.606 0.475
H 1.177 -0.434 -1.428
*
```